(a)
DFT (ωB97M-V/def2-TZVPD) results for an isolated ion of composition C4H10NO and charge +1.

Structure (XYZ):
```
16
Properties=species:S:1:pos:R:3
C 1.65429 1.39914 0.18647
C 0.82597 0.07233 -0.00072
C 1.49985 -1.22537 -0.07893
C -1.69304 -0.18791 0.31563
N -0.47854 0.27222 -0.48338
O -2.74318 0.50580 -0.25443
H 1.07928 2.31074 0.30715
H 2.68423 1.37976 0.35946
H 2.00624 -1.47408 0.94191
H 2.42683 -1.19930 -0.61864
H 0.82926 -2.07425 -0.60394
H -1.77111 -1.32726 0.42716
H -1.66595 0.04033 1.33272
H -0.60635 1.20323 -0.76781
H -0.53462 -0.17721 -1.40532
H -3.51317 0.48183 0.34266
```

Output
Kohn-Sham gap	9.43	eV
SMILES	C=C(C)[NH2+]CO
E_LUMO	-0.1549	Ha
E_HOMO	-13.6397	eV
total charge	+1

Löwdin atomic charge list, values in e, 6 entries: number 1, C, carries 0.202; number 2, C, carries -0.288; number 3, C, carries -0.070; number 4, C, carries -0.174; number 5, N, carries 0.086; number 6, O, carries 0.010


(b)
DFT (ωB97M-V/def2-TZVPD) results for a 2-piece molecular cluster, C4H10NO overall.

Structure (XYZ):
```
16
Properties=species:S:1:pos:R:3
C 0.15201 1.01157 -0.11302
C -2.14197 0.40881 0.42314
C -0.50025 -1.34595 -0.29617
C 2.16162 0.37233 -0.49017
N -0.77271 0.05999 -0.01555
O 2.51211 -0.31402 0.66345
H -0.15780 2.08070 0.02448
H -2.96477 0.56272 -0.31251
H -2.14599 1.44035 0.94130
H -2.52054 -0.39073 1.01116
H 0.28768 -1.50895 -0.97382
H -1.52467 -1.73638 -0.71439
H -0.31364 -1.81068 0.68168
H 2.03053 -0.16249 -1.32597
H 2.63602 1.38054 -0.63978
H 3.26237 -0.04782 1.13618
```

Output
Kohn-Sham gap	10.58	eV
E_LUMO	-0.1568	Ha
E_HOMO	-14.8449	eV
total charge	+1

Löwdin atomic charge list, values in e, 6 entries: number 1, C, carries 0.191; number 2, C, carries -0.025; number 3, C, carries -0.005; number 4, C, carries 0.010; number 5, N, carries -0.222; number 6, O, carries 0.002


(c)
DFT (ωB97M-V/def2-TZVPD) results for a 2-piece molecular cluster, C4H10NO overall.

Structure (XYZ):
```
16
Properties=species:S:1:pos:R:3
C -1.17790 -0.08526 0.45591
C 0.94541 0.04688 0.34701
C 1.38694 -1.31637 -0.18975
C -1.87445 1.06127 -0.30086
N 1.84750 0.97358 0.56995
O -1.30570 -1.23523 -0.26327
H -1.09652 -0.27805 1.48594
H 2.21509 -1.80644 0.48385
H 1.81484 -1.09554 -1.22108
H 0.59215 -1.98955 -0.24494
H -2.07628 1.89961 0.45357
H -2.88623 0.63767 -0.68835
H -1.30335 1.45458 -1.04321
H 2.88352 0.93775 0.19172
H 1.73375 1.84295 1.05687
H -1.69877 -1.04784 -1.09336
```

Output
Kohn-Sham gap	10.29	eV
E_LUMO	-0.1486	Ha
E_HOMO	-14.3393	eV
total charge	+1

Löwdin atomic charge list, values in e, 6 entries: number 1, C, carries -0.149; number 2, C, carries -0.072; number 3, C, carries -0.042; number 4, C, carries -0.017; number 5, N, carries 0.149; number 6, O, carries 0.001


(d)
DFT (ωB97M-V/def2-TZVPD) results for an isolated ion of composition C4H10NO and charge +1.

Structure (XYZ):
```
16
Properties=species:S:1:pos:R:3
C -0.04445 0.72389 1.18516
C -0.72090 0.43310 -0.18904
C 0.62099 -0.10706 0.18086
C -1.87670 -0.56101 -0.38023
N 1.84568 0.41373 -0.51374
O 0.84614 -1.51290 0.41893
H 0.35200 1.70645 1.28539
H -0.35774 0.18537 2.15383
H -0.65235 1.24080 -1.01892
H -1.77650 -1.58567 0.04925
H -2.21549 -0.51829 -1.49906
H -2.73443 -0.14820 0.12960
H 1.72950 0.47191 -1.54736
H 2.67787 -0.10539 -0.17255
H 2.12392 1.42604 -0.19731
H 0.18247 -2.06277 0.11517
```

Output
Kohn-Sham gap	11.26	eV
SMILES	C[C@H]1C[C@@]1([NH3+])O
E_LUMO	-0.1399	Ha
E_HOMO	-15.0620	eV
total charge	+1

Löwdin atomic charge list, values in e, 6 entries: number 1, C, carries 0.014; number 2, C, carries -0.203; number 3, C, carries -0.490; number 4, C, carries -0.044; number 5, N, carries 0.260; number 6, O, carries 0.071


(d) ends up most stable, edging out the next structure by 24.8 kcal/mol.


(a)
DFT (ωB97M-V/def2-TZVPD) results for a 2-piece molecular cluster, C4H10NO overall.

Structure (XYZ):
```
16
Properties=species:S:1:pos:R:3
C -0.81249 -0.61991 1.09582
C -0.04899 -1.39688 0.08028
C -0.58868 -2.32219 -0.71304
C 1.62181 0.36307 -0.34246
N 1.18832 -0.83271 -0.42794
H -0.95257 0.38312 0.65949
H -1.80825 -0.95102 1.36946
H -0.25520 -0.40184 2.00993
H -0.16629 -2.82774 -1.57250
H -1.65156 -2.48024 -0.56772
H 2.32211 0.71004 -1.08990
H 1.10678 1.01305 0.35819
H 1.51775 -1.42069 -1.19151
H -0.99654 3.42519 -0.40804
H -0.35617 3.96398 0.75123
O -0.12001 3.39477 -0.01130
```

Output
Kohn-Sham gap	9.46	eV
E_LUMO	-0.1890	Ha
E_HOMO	-14.6034	eV
total charge	+1

Löwdin atomic charge list, values in e, 6 entries: number 1, C, carries -0.027; number 2, C, carries -0.308; number 3, C, carries 0.138; number 4, C, carries 0.201; number 5, N, carries 0.081; number 6, H, carries 0.086


(b)
DFT (ωB97M-V/def2-TZVPD) results for an isolated ion of composition C4H10NO and charge +1.

Structure (XYZ):
```
16
Properties=species:S:1:pos:R:3
C -0.68793 -0.10661 -0.25875
C 0.67894 0.13675 0.44310
C 0.42946 -1.20714 -0.11387
C -1.92603 0.16817 0.67027
N 1.70710 1.05333 -0.12101
O 1.19610 -1.41831 -1.22701
H -0.68644 0.32817 -1.20352
H 0.55817 0.36189 1.54232
H 0.22652 -2.13180 0.54523
H -1.99614 0.52584 1.69898
H -2.63324 -0.72233 0.64429
H -2.59027 0.85706 0.09954
H 1.19868 1.88909 -0.50623
H 2.29094 0.57195 -0.90721
H 2.49829 1.30210 0.51024
H 1.10321 -2.22775 -1.72053
```

Output
Kohn-Sham gap	10.43	eV
SMILES	C[C@H]1[C@H]([NH3+])[C@@H]1O
E_LUMO	-0.1335	Ha
E_HOMO	-14.0586	eV
total charge	+1

Löwdin atomic charge list, values in e, 6 entries: number 1, C, carries -0.143; number 2, C, carries -0.212; number 3, C, carries -0.271; number 4, C, carries -0.051; number 5, N, carries 0.208; number 6, O, carries 0.017


(c)
DFT (ωB97M-V/def2-TZVPD) results for C4H10NO as an isolated structure.

Structure (XYZ):
```
16
Properties=species:S:1:pos:R:3
C -0.30713 -1.11969 -0.09362
C -0.20856 0.37201 -0.01390
C 0.41468 1.09049 -1.12731
C -0.78165 1.08799 1.13262
N 0.97751 -1.01822 0.64883
O -0.17646 -1.64641 -1.33923
H -1.07966 -1.57852 0.52821
H 1.12127 0.46792 -1.67268
H 0.87538 2.03262 -0.83656
H -0.39105 1.29615 -1.84394
H -1.45284 0.47323 1.72648
H -1.32430 1.95507 0.75318
H -0.00605 1.49867 1.78115
H 1.00858 -1.20756 1.63806
H 1.82767 -1.14905 0.12178
H -0.49737 -2.55470 -1.40307
```

Output
Kohn-Sham gap	11.21	eV
E_LUMO	-0.1601	Ha
E_HOMO	-15.5687	eV
total charge	+1

Löwdin atomic charge list, values in e, 6 entries: number 1, C, carries -0.370; number 2, C, carries -0.183; number 3, C, carries 0.005; number 4, C, carries -0.001; number 5, N, carries 0.197; number 6, O, carries 0.068


(c) ends up most stable, edging out the next structure by 10.0 kcal/mol.


(a)
DFT (ωB97M-V/def2-TZVPD) results for a 18-piece molecular cluster, H37O18 overall.

Structure (XYZ):
```
55
Properties=species:S:1:pos:R:3
O -3.68313 -2.39838 -1.09323
H 1.51001 -3.37281 -2.83953
H -3.60018 -2.17483 -0.15825
O 0.93788 -0.02140 -0.98061
H -1.41030 1.49324 -1.47995
O 2.42471 1.29445 -2.77108
H 1.52256 1.45874 -3.07503
H 1.35320 -4.71316 1.77254
O 3.59008 2.86865 2.64837
H 0.83508 -0.38097 -1.89347
H 2.90501 3.29197 3.18545
O -0.47696 -0.22642 3.83428
H -0.58961 -1.11387 4.18510
H -0.46742 -0.40641 2.88677
O -0.65148 1.51687 -2.08948
H -0.80439 0.74674 -2.64389
H 0.17097 0.72855 -0.93894
O 3.97538 -2.30741 1.25031
H -3.15049 1.85084 0.34316
H -3.28782 1.02139 -3.48016
O 3.29470 -2.38684 -1.45131
H 3.21774 -1.45128 -1.62885
H 3.76299 -2.53396 -0.60796
O -1.18231 3.51487 3.87755
H -1.29310 2.56446 4.02909
H 1.35514 -3.75697 3.11229
O 1.14317 -3.87752 2.18890
H 3.12977 -2.61532 1.58478
H 4.36994 3.25673 3.05932
O -3.04857 -0.83202 3.58627
H -3.48964 -1.49178 3.04208
H -3.70758 -0.62510 4.25893
O -3.16159 3.65070 0.22040
H -3.02665 4.20348 -0.55936
H -2.85043 4.27077 0.89433
O 0.91479 -3.25103 -3.57932
H -1.76927 3.86987 4.55530
H 1.46417 -3.62118 -4.27591
O 0.12463 -0.48485 -3.63982
H -0.50646 -1.17465 -3.38918
H 0.42950 -0.77888 -4.50532
O 2.34036 2.30667 0.26204
H 3.02700 1.72401 0.59630
H 2.42490 3.10485 0.78969
O -0.79654 -2.01423 1.00036
H -3.53585 -3.35184 -1.06398
H -1.02591 -2.04058 0.06455
O -2.74140 0.97318 0.29774
H 2.77742 2.18539 -2.64735
H -3.13665 0.19950 -0.09061
O -2.90311 1.88968 -3.63849
H 1.65256 0.68337 -1.15928
H -3.35638 2.13663 -4.45395
H 4.74971 -2.76057 1.58453
H -0.31564 -2.85331 1.04875
```

Output
Kohn-Sham gap	9.92	eV
E_LUMO	-0.0947	Ha
E_HOMO	-12.4921	eV
total charge	+1

Löwdin atomic charge list, values in e, 6 entries: number 1, O, carries -0.056; number 2, H, carries 0.012; number 3, H, carries 0.021; number 4, O, carries 0.139; number 5, H, carries 0.052; number 6, O, carries -0.030


(b)
DFT (ωB97M-V/def2-TZVPD) results for a 18-piece molecular cluster, H37O18 overall.

Structure (XYZ):
```
55
Properties=species:S:1:pos:R:3
O -0.82504 -2.13155 -3.32674
H 5.84698 0.63056 2.12755
H -1.71477 -2.36335 -3.12657
O 0.91356 1.19429 1.32051
H -1.84189 -5.77298 -1.23537
O -3.67615 -1.83956 0.33185
H -4.46538 -1.88663 -0.19843
H 1.62797 3.01417 -1.02599
O 1.04272 0.33174 4.12388
H 1.23766 0.58475 0.74371
H 0.99509 -0.28262 3.44403
O 0.59594 -1.46805 -0.07890
H 0.31817 -1.49152 -1.01730
H -0.03418 -2.24314 0.02051
O -0.93866 -5.61428 -1.04698
H -0.96678 -4.65408 -0.55388
H 0.54205 2.10616 -0.63970
O -1.08173 3.52010 2.34026
H -2.03565 -1.28133 -1.11366
H -0.63872 3.92827 -3.47200
O 1.78342 -2.55864 -2.58175
H 1.30136 -1.74816 -2.49161
H 1.94539 -2.62963 -3.52424
O 2.79394 -3.83970 0.89396
H 1.92736 -4.12014 1.20355
H 0.23308 3.81391 -0.58181
O 0.83333 3.01280 -0.35635
H -1.10193 3.64456 3.29252
H 0.55465 -0.08652 5.00556
O -1.08033 1.79843 0.22331
H -2.11650 1.90210 0.23395
H -1.07072 0.77690 0.25433
O 3.73459 2.81248 -1.51139
H 4.64713 2.77125 -1.53561
H 3.27101 1.94672 -1.41001
O 6.01309 1.52795 1.84932
H 2.86390 -3.20860 1.64559
H 5.45511 1.86986 1.28208
O -2.39347 0.32028 2.99488
H -2.68009 -0.14869 3.75158
H -2.73686 1.34407 3.16309
O -3.21318 -4.63931 1.49220
H -2.51438 -4.31049 1.99385
H -2.70013 -4.78238 0.72168
O -1.81259 4.45150 -1.77630
H -0.60433 -1.59254 -2.53727
H -1.45213 5.39148 -1.80524
O -2.39484 -0.57059 -1.68118
H -3.89876 -1.58907 1.20379
H -2.84017 0.12795 -1.16326
O 0.27924 3.57448 -3.37915
H 0.95060 1.08605 2.23167
H 0.44140 2.90581 -4.03313
H -0.69236 2.73050 1.94867
H -2.64378 4.55780 -1.45396
```

Output
Kohn-Sham gap	9.93	eV
E_LUMO	-0.1338	Ha
E_HOMO	-13.5688	eV
total charge	+1

Löwdin atomic charge list, values in e, 6 entries: number 1, O, carries -0.031; number 2, H, carries 0.047; number 3, H, carries 0.024; number 4, O, carries 0.011; number 5, H, carries 0.001; number 6, O, carries -0.028


(a) ends up most stable, edging out the next structure by 143.0 kcal/mol.